Molecular formula: C43H71BrF3N3O22S
Method: DFT, wB97M-V/def2-TZVPD

- HOMO energy (eV) = -8.999
- SMILES string = CCOCCCCCc1c(S(=O)(=O)C(F)(F)F)c(Br)c2nc(C[C@H](O)CN)c(CCCCOC=O)nc2c1CCCOC.COC(=O)OC.COC(=O)OC.COC(=O)OC.COC(=O)OC.COC(=O)OC
- M (g/mol) = 1151.0
- orbital gap (eV) = 7.565
- lowest unoccupied orbital energy (eV) = -1.434

Last column: Löwdin charge in e.
Atoms and positions in Å:
Br -3.34473 -0.15406 -3.03040  0.7841
S -2.21747 3.18214 -2.75525  0.7928
F -2.39957 4.41175 -5.09842  0.1026
F -0.91928 5.34548 -3.78882  0.1262
F -0.49420 3.36784 -4.85639  0.1032
O 4.14442 -5.26852 -7.53197  0.1277
O -2.35373 4.02947 -1.55522  -0.3075
O 7.30916 -2.04978 -1.95028  0.0949
O -4.24598 -0.31302 12.67222  0.1263
O 2.70912 -6.63128 -6.42845  -0.0008
O 5.69876 -1.43984 -0.46958  -0.1072
O -2.06214 -0.87812 12.88792  0.0006
O -5.50795 3.80895 1.22050  0.0018
O -1.53779 -5.93412 0.52031  -0.0518
O 4.76012 2.16699 -3.51977  -0.2299
O -2.72080 0.02082 11.02945  -0.0065
O -4.64335 2.48248 2.84124  0.1219
O -7.77585 1.90943 -2.67337  0.0051
O 5.67659 4.66539 -0.68031  -0.1865
O -1.68289 -2.84404 5.05579  0.1201
O -3.57061 2.89017 -3.21423  -0.3490
O -7.75584 2.13401 -4.92756  0.1255
O -1.49413 -0.98054 6.33351  0.0022
O 4.14704 -5.49016 -5.27655  -0.0041
O -9.17808 0.74137 -3.84139  -0.0027
O -6.78464 3.22784 2.87173  0.0000
O -1.21412 -0.80184 4.19338  0.0060
N -1.21748 -2.03156 -1.90860  0.1289
N 1.55494 -1.41192 -0.82747  0.1849
N -3.28269 -2.81330 0.80312  -0.0148
C -5.55181 3.10975 2.35908  -0.6111
C -2.34678 -1.35058 14.20414  -0.0447
C 1.08989 0.98222 -1.29281  -0.0581
C -1.77154 -1.77890 7.48284  -0.0408
C 0.77265 3.51495 -1.62222  -0.1454
C -0.93405 -4.45080 -1.42882  -0.0560
C 0.97760 -2.64156 -0.88628  -0.1339
C -0.38245 -2.98000 -1.42186  -0.1574
C -3.75829 0.57572 10.22148  -0.0463
C 5.78660 3.96187 0.55537  -0.2806
C 3.55645 0.69450 -1.86542  -0.1353
C 0.18632 2.05788 -1.73893  -0.0789
C 6.95248 -1.96509 -0.80691  -0.3050
C -1.65417 -4.61171 -0.00578  -0.3504
C 1.84788 -3.83956 -0.32424  -0.1196
C 4.73870 -2.50206 -0.22791  -0.1901
C 4.09526 -3.08395 -1.53443  -0.1721
C 2.55662 1.26850 -0.77598  -0.1217
C 4.79514 1.61738 -2.19233  -0.1961
C -0.70245 -0.74171 -1.83890  -0.2048
C -8.19074 1.64598 -3.91630  -0.6114
C 6.95299 2.87532 0.53763  -0.0717
C -3.12448 -0.38300 12.24098  -0.6112
C -6.71541 2.86640 -2.59788  -0.0297
C 4.70772 5.73202 -0.58505  -0.2080
C 5.91855 1.81926 -4.29372  -0.1015
C 0.64379 -0.47124 -1.31276  -0.1126
C -1.17179 -1.39569 2.89509  -0.0533
C -1.21661 1.76068 -2.26652  -0.2188
C -3.14682 -4.04641 -0.01848  -0.1959
C -9.72095 0.36357 -5.10479  -0.0497
C 3.22234 5.26235 -0.80798  -0.1688
C -6.97727 2.52624 4.09815  -0.0489
C 1.95476 3.80271 -2.65219  -0.1612
C -1.48397 -1.66216 5.18038  -0.6100
C 3.71124 -5.74764 -6.51666  -0.6117
C -1.41150 4.13942 -4.17436  -0.5338
C -4.24108 3.77366 0.55660  -0.0581
C 2.14277 -7.00090 -7.68534  -0.0444
C -1.60827 0.36274 -2.32206  -0.4903
C 5.22424 -4.55509 -5.21663  -0.0371
C 2.79357 5.10045 -2.32116  -0.1638
C 3.04184 -4.24008 -1.28904  -0.1641
H -10.50671 -0.36771 -4.92056  0.0915
H 6.87500 1.88404 -3.71269  0.0917
H 5.00395 6.62114 -1.21430  0.1341
H 0.01381 4.32392 -1.76748  0.0889
H 2.96715 0.59821 -2.82962  0.1294
H -6.30862 2.90937 4.87031  0.0968
H -1.81939 -5.94076 1.45529  0.1083
H -0.38266 -2.14895 2.84247  0.0927
H 6.59634 1.86337 0.87769  0.0702
H 4.91805 -3.48053 -2.20352  0.1002
H -1.08603 -3.90948 0.68863  0.1330
H -10.16032 1.22558 -5.60866  0.0973
H -6.82789 1.45488 3.95671  0.0970
H 3.05933 4.35034 -0.17608  0.0816
H -3.35919 -3.75564 -1.08727  0.1028
H -4.18093 1.46428 10.69193  0.0989
H -0.94466 -0.60762 2.17654  0.0918
H 6.09552 -4.93471 -5.75168  0.1011
H 1.71405 -6.13137 -8.18518  0.0986
H 2.56330 6.07203 -0.36491  0.1235
H -3.31839 0.86595 9.26824  0.0900
H -2.76248 -2.22940 7.40812  0.0998
H 3.58965 -2.27951 -2.14172  0.1022
H 1.22899 -4.70236 0.02449  0.1051
H 2.27078 6.01052 -2.74305  0.1162
H 5.23294 -3.29730 0.40044  0.1357
H 1.12125 3.60980 -0.54984  0.1149
H 4.76901 6.09695 0.49031  0.1166
H -4.53587 -0.16540 10.03111  0.0998
H -8.95601 -0.09891 -5.73014  0.0968
H 4.73654 2.50095 -1.48271  0.1043
H -4.27701 -2.55496 0.79969  0.0798
H 5.98935 4.62676 1.44259  0.1200
H 2.33426 -3.41362 0.60723  0.1125
H -2.71228 -0.53857 14.83405  0.0985
H -2.13665 -1.83050 2.63771  0.0638
H 2.56146 2.87587 -2.80602  0.0865
H -7.03572 3.82804 -3.00133  0.1047
H 3.93383 -2.04134 0.41738  0.1174
H 5.49257 -4.42420 -4.16980  0.0748
H 7.64574 -2.28748 0.03172  0.1611
H 5.72828 0.81168 -4.75875  0.0950
H 5.96258 2.56378 -5.14459  0.0964
H -1.71687 -4.61516 -2.20936  0.1236
H 2.67611 0.65434 0.16779  0.1180
H -6.46318 2.99943 -1.54643  0.0886
H -1.75418 -1.12543 8.35422  0.0823
H 1.44329 4.00358 -3.64239  0.1011
H 5.77852 1.09626 -2.02827  0.1139
H -0.10652 -5.20642 -1.43689  0.1123
H 1.34550 -7.71634 -7.48987  0.0931
H 7.81474 3.15633 1.20233  0.0716
H 2.72052 2.33611 -0.49754  0.0769
H -3.06850 -2.16777 14.17234  0.0982
H -3.98298 2.75239 0.27411  0.0964
H 2.89071 -7.47917 -8.31898  0.0985
H 4.82880 3.37243 0.71473  0.1063
H -8.00542 2.69375 4.41572  0.0922
H 2.63600 -4.60250 -2.27067  0.1148
H 7.27857 2.78131 -0.53714  0.0747
H -1.41657 -1.72596 14.62766  0.0930
H -3.88467 -4.80431 0.35062  0.1248
H 3.62664 -5.10696 -0.85414  0.1210
H -4.32412 4.37055 -0.34768  0.0772
H 3.85386 -0.36212 -1.60908  0.0684
H 4.91747 -3.58823 -5.61783  0.1023
H -2.78494 -2.02393 0.38408  0.0540
H 3.75262 5.01897 -2.92096  0.1168
H -5.83235 2.50413 -3.12174  0.0663
H -3.46373 4.20709 1.18707  0.1035
H -1.00800 -2.54699 7.61239  0.0991